No. 1
128
Properties=species:S:1:pos:R:3:forces:R:3 method="wB97M-V/def2-TZVPD" e_lumo_ev=-3.266 energy_ha=-3423.641066 total_charge=+1 homo_energy_ev=-11.120 spin_multiplicity=1 orbital_gap_ev=7.85
C -1.070 -1.315 3.321 0.1 0.0 0.0
C -2.387 -1.567 4.062 -0.1 0.0 -0.3
C -2.638 -3.008 4.458 -0.1 0.0 0.4
O -3.244 -3.710 3.364 0.3 0.1 -0.3
C -3.182 -5.108 3.401 -0.3 -0.1 0.1
C -2.395 -5.686 2.223 0.3 -0.3 0.2
C -0.885 -5.358 2.376 0.0 0.2 0.1
C -0.069 -6.367 3.149 0.0 0.0 0.0
F -0.318 -5.207 1.106 0.0 -0.1 0.1
C -2.753 -7.168 2.022 -0.2 0.1 -0.3
C -2.699 -7.398 0.498 -0.3 -0.2 0.1
N -3.836 -8.212 0.064 0.0 0.0 -0.2
C -1.359 -7.918 -0.042 0.1 0.1 0.1
O -1.342 -7.780 -1.449 -0.1 0.0 -0.1
C -0.401 -6.858 -1.916 0.1 0.1 0.1
O 0.874 -7.385 -1.706 0.0 -0.1 -0.1
C 1.935 -6.533 -2.144 -0.1 0.0 0.1
C 2.720 -6.057 -0.934 0.0 0.1 0.0
O 3.796 -5.246 -1.378 0.0 0.0 0.0
C -2.998 -6.000 0.037 0.2 0.1 -0.1
N -2.879 -5.103 0.934 -0.1 0.0 -0.1
B -3.106 -3.594 0.711 0.3 0.2 0.4
O -1.979 -2.909 0.948 -0.2 0.2 0.0
C -4.468 -3.081 0.176 -0.1 -0.1 0.0
C -4.362 -2.709 -1.330 -0.1 0.0 0.0
H -0.276 -1.014 4.005 0.0 -0.1 0.0
H -0.737 -2.200 2.773 0.1 0.1 0.2
H -1.172 -0.508 2.593 0.0 0.1 0.1
H -2.444 -0.948 4.958 0.0 0.0 0.0
H -3.233 -1.270 3.435 0.0 0.1 0.1
H -1.714 -3.517 4.758 0.0 0.1 0.0
H -3.329 -3.046 5.307 0.0 -0.1 0.0
H -4.204 -5.498 3.356 0.0 0.0 0.0
H -2.733 -5.482 4.328 0.0 0.0 0.0
H -0.811 -4.387 2.871 0.0 0.0 -0.2
H -0.100 -7.362 2.710 0.0 0.0 0.0
H -0.411 -6.429 4.184 0.0 0.0 0.0
H 0.968 -6.034 3.157 0.0 0.0 0.0
H -2.191 -7.862 2.642 0.2 0.0 -0.1
H -3.813 -7.287 2.258 0.1 0.0 0.2
H -3.918 -8.182 -0.949 0.1 0.0 0.0
H -3.664 -9.189 0.285 -0.1 0.1 0.1
H -1.298 -8.980 0.213 0.0 0.0 0.0
H -0.501 -7.425 0.414 0.0 0.1 -0.1
H -0.615 -6.705 -2.978 0.0 -0.1 0.0
H -0.494 -5.896 -1.379 0.0 0.0 0.0
H 2.573 -7.107 -2.815 0.0 0.0 0.0
H 1.546 -5.670 -2.692 0.0 0.0 0.0
H 2.048 -5.515 -0.261 0.0 0.0 0.0
H 3.110 -6.922 -0.390 0.0 0.0 0.0
H 3.756 -4.386 -0.955 0.0 0.0 0.0
H -3.294 -5.736 -0.974 -0.1 0.0 0.0
H -2.131 -1.978 1.172 0.1 0.1 -0.5
H -4.782 -2.208 0.755 0.0 0.0 0.0
H -5.244 -3.834 0.326 0.0 0.0 0.0
H -5.241 -3.053 -1.872 0.0 0.0 0.0
H -3.491 -3.152 -1.820 0.0 0.0 0.0
H -4.301 -1.631 -1.469 0.1 0.0 0.0
C 1.081 0.475 -2.607 0.0 0.0 0.0
C -0.053 0.875 -3.305 -0.1 0.0 0.0
C -1.277 0.960 -2.659 0.0 0.0 0.0
C -1.320 0.651 -1.311 -0.1 0.0 0.1
C -0.201 0.268 -0.595 0.1 -0.2 0.1
C 1.011 0.160 -1.255 -0.1 0.1 0.0
N -2.603 0.700 -0.594 0.0 -0.1 -0.2
O -3.594 1.043 -1.205 0.1 0.0 0.1
O -2.615 0.366 0.586 -0.1 -0.1 0.0
H 2.028 0.410 -3.128 0.0 0.0 0.0
H 0.026 1.121 -4.354 0.0 0.0 0.0
H -2.175 1.258 -3.179 0.0 0.0 0.0
H -0.292 0.049 0.459 0.1 0.0 0.0
H 1.883 -0.154 -0.700 0.0 0.0 -0.1
C 2.695 3.852 3.310 0.0 0.0 0.0
C 3.883 3.314 3.787 0.0 0.0 0.0
C 4.411 2.166 3.217 0.0 0.0 0.0
C 3.724 1.583 2.168 0.0 0.0 0.0
C 2.539 2.098 1.672 0.0 0.0 0.0
C 2.024 3.243 2.257 0.0 0.0 0.0
N 4.282 0.362 1.557 0.0 -0.1 0.0
O 5.309 -0.088 2.016 -0.1 0.0 -0.1
O 3.671 -0.137 0.624 0.1 0.0 0.1
H 2.284 4.748 3.755 0.0 0.0 0.0
H 4.405 3.791 4.606 0.0 0.0 0.0
H 5.332 1.727 3.570 0.0 0.0 0.0
H 2.038 1.614 0.848 0.0 0.0 0.0
H 1.098 3.668 1.894 0.0 0.0 0.0
C -5.083 3.650 2.379 0.0 0.0 0.0
C -5.154 4.451 3.510 0.0 0.0 0.0
C -3.999 4.990 4.055 0.0 0.0 0.0
C -2.792 4.706 3.443 0.1 0.0 0.0
C -2.693 3.907 2.318 0.0 0.0 0.0
C -3.858 3.376 1.786 0.0 0.0 0.0
N -1.565 5.295 4.017 0.1 0.1 0.1
O -1.683 5.976 5.014 0.0 -0.1 -0.1
O -0.504 5.070 3.462 -0.1 -0.1 -0.1
H -5.988 3.236 1.954 0.0 0.0 0.0
H -6.110 4.664 3.970 0.0 0.0 0.0
H -4.024 5.618 4.932 0.0 0.0 0.0
H -1.727 3.714 1.876 0.0 0.0 0.0
H -3.813 2.747 0.907 0.0 0.0 0.0
C 6.347 4.058 -5.359 0.0 0.0 0.0
C 5.431 4.860 -4.689 0.1 -0.2 -0.1
C 4.104 4.472 -4.612 0.0 0.0 0.0
C 3.732 3.283 -5.212 -0.1 0.0 0.0
C 4.623 2.470 -5.892 0.1 0.0 0.0
C 5.947 2.872 -5.961 0.0 0.0 0.0
N 2.325 2.860 -5.121 -0.1 0.0 0.0
O 1.544 3.582 -4.533 0.1 -0.1 0.0
O 2.014 1.796 -5.634 0.0 0.1 0.0
H 7.383 4.364 -5.415 0.0 0.0 0.0
H 5.747 5.784 -4.230 -0.1 0.0 0.0
H 3.368 5.078 -4.106 0.0 0.0 0.0
H 4.281 1.555 -6.350 0.0 0.0 0.0
H 6.666 2.257 -6.486 0.0 0.0 0.0
C 2.084 11.671 -2.127 0.0 0.0 0.0
C 3.256 11.056 -1.709 0.0 0.0 0.0
C 3.675 9.877 -2.306 0.0 0.0 0.0
C 2.897 9.346 -3.318 0.0 -0.1 -0.1
C 1.724 9.936 -3.752 0.0 0.0 0.0
C 1.320 11.113 -3.143 0.0 0.0 0.0
N 3.339 8.099 -3.969 0.0 0.0 0.0
O 4.363 7.577 -3.564 -0.1 0.1 0.1
O 2.660 7.657 -4.874 0.0 0.0 0.1
H 1.765 12.593 -1.659 0.0 0.0 0.0
H 3.849 11.494 -0.918 0.0 0.0 0.0
H 4.582 9.377 -2.002 0.0 0.0 0.0
H 1.152 9.480 -4.546 0.0 0.0 0.0
H 0.407 11.595 -3.466 0.0 0.0 0.0

No. 2
21
Properties=species:S:1:pos:R:3:forces:R:3 method="wB97M-V/def2-TZVPD" e_lumo_ev="-3.300 / -5.277" energy_ha=-345.547640 total_charge=+1 s2=2.01 homo_energy_ev="-10.452 / -15.709" spin_multiplicity=3 orbital_gap_ev="7.15 / 10.43"
C 0.669 -0.837 0.043 -1.2 1.0 0.1
C 1.436 1.322 0.499 0.5 3.9 2.1
C -1.056 0.744 -0.131 -1.9 3.1 -1.5
C -2.500 1.063 -0.233 -0.1 -0.1 0.4
C 2.954 -0.305 -0.366 0.8 -0.4 0.0
C -1.610 -1.550 0.251 -0.7 -0.6 0.1
N 1.636 0.097 0.091 -0.1 -3.4 -1.4
N -0.646 -0.484 0.058 2.6 -3.0 0.6
H 0.934 -1.871 -0.045 0.0 -0.3 0.0
H 0.622 1.594 1.142 0.2 -0.2 0.3
H 2.280 1.995 0.479 0.0 0.0 -0.2
H -0.364 1.495 -0.471 -0.1 -0.3 -0.3
H -3.048 0.729 0.648 -0.2 0.1 0.1
H -2.964 0.571 -1.092 0.0 0.0 -0.1
H -2.642 2.134 -0.338 0.0 0.0 0.0
H 3.552 -0.650 0.479 0.0 0.1 0.0
H 2.875 -1.113 -1.091 0.0 0.1 0.0
H 3.465 0.539 -0.823 -0.1 0.0 -0.1
H -2.266 -1.322 1.090 0.1 0.0 0.0
H -1.099 -2.488 0.452 0.0 0.1 0.0
H -2.227 -1.664 -0.641 0.1 0.0 0.0

No. 3
11
Properties=species:S:1:pos:R:3:forces:R:3 method="wB97M-V/def2-TZVPD" e_lumo_ev=0.584 energy_ha=-285.366952 total_charge=0 homo_energy_ev=-10.297 spin_multiplicity=1 orbital_gap_ev=10.88 smiles="CC(=O)CC#N"
C -1.551 -0.088 -0.586 -0.1 0.0 -0.2
C -0.299 -0.061 0.243 -0.4 0.0 0.6
O -0.443 0.029 1.435 -0.2 -0.3 -0.4
C 1.150 -0.119 -0.340 0.0 -0.1 0.2
C 1.911 0.488 0.759 -0.2 0.1 0.8
N 1.969 0.684 1.899 1.1 0.3 -1.0
H -2.230 0.599 -0.073 0.0 -0.1 -0.3
H -1.980 -1.091 -0.493 0.0 0.1 -0.2
H -1.448 0.183 -1.636 0.1 -0.1 0.0
H 1.238 0.228 -1.378 0.1 0.4 0.6
H 1.527 -1.146 -0.331 -0.4 -0.2 -0.2

No. 4
83
Properties=species:S:1:pos:R:3:forces:R:3 method="wB97M-V/def2-TZVPD" e_lumo_ev=-6.207 energy_ha=-7352.019763 total_charge=+2 homo_energy_ev=-13.620 spin_multiplicity=1 orbital_gap_ev=7.41
Zr 0.782 0.550 -0.270 -0.6 0.2 0.3
C 6.572 1.485 3.322 0.0 0.0 0.1
C 5.736 1.006 2.175 0.0 0.0 0.0
C 6.264 0.102 1.255 -0.1 0.0 -0.1
C 5.517 -0.349 0.178 0.0 0.0 0.1
C 4.222 0.120 0.014 0.1 -0.1 0.0
C 3.676 1.025 0.917 0.0 0.2 0.2
C 4.429 1.462 1.991 0.0 0.0 -0.1
S 3.215 -0.515 -1.264 0.0 0.4 -0.1
O 2.394 0.655 -1.750 0.1 0.0 0.0
O 3.985 -1.242 -2.206 -0.1 -0.1 0.0
N 1.980 -1.250 -0.552 0.0 0.0 0.1
C 2.210 -2.183 0.486 0.0 0.1 0.1
C 2.900 -3.358 0.377 -0.1 0.0 0.1
C 3.069 -4.169 1.526 0.0 0.0 0.0
C 2.569 -3.791 2.739 0.0 0.0 0.0
C 1.872 -2.564 2.876 0.0 0.0 -0.1
C 1.385 -2.062 4.099 0.0 0.0 0.0
C 0.771 -0.836 4.133 0.0 0.1 -0.1
C 0.616 -0.115 2.942 0.0 0.0 0.1
N 1.049 -0.556 1.770 -0.1 0.2 0.0
C 1.687 -1.768 1.732 0.1 -0.1 0.0
H 7.460 1.998 2.953 0.0 0.0 0.0
H 6.909 0.642 3.926 0.0 0.0 0.0
H 6.025 2.171 3.966 0.0 0.0 0.0
H 7.278 -0.253 1.380 0.0 0.0 0.0
H 5.934 -1.050 -0.532 0.0 0.0 0.0
H 2.693 1.507 0.822 0.3 -0.2 -0.1
H 4.011 2.186 2.679 0.0 0.0 0.0
H 3.311 -3.668 -0.574 0.0 0.0 0.0
H 3.609 -5.100 1.428 0.0 0.0 0.0
H 2.710 -4.413 3.612 0.0 0.0 0.0
H 1.515 -2.640 5.005 0.0 0.0 0.0
H 0.405 -0.411 5.055 0.0 0.0 0.0
H 0.122 0.849 2.948 0.0 0.0 0.0
C -3.283 0.101 3.204 0.0 0.0 0.0
N -2.770 1.455 3.065 0.0 0.1 0.0
C -3.048 2.464 3.956 0.0 0.1 0.0
C -2.473 3.584 3.464 0.0 0.0 0.0
N -1.850 3.271 2.278 0.0 0.0 0.0
B -1.016 4.391 1.520 -0.1 -0.1 0.0
N -1.232 4.218 -0.008 0.0 0.1 -0.1
C -2.324 4.665 -0.711 -0.1 -0.1 0.0
C -2.134 4.373 -2.019 0.0 0.0 0.0
N -0.907 3.751 -2.115 -0.1 0.0 0.1
C -0.257 3.392 -3.367 0.0 -0.1 0.0
C -0.388 3.668 -0.876 0.1 -0.1 0.2
S 1.190 3.042 -0.487 0.1 -0.3 -0.1
C -2.042 1.973 2.046 0.1 -0.3 0.1
S -1.642 0.984 0.665 0.0 0.2 -0.4
H -4.357 0.094 3.028 0.0 0.0 0.0
H -3.071 -0.256 4.209 0.0 0.0 0.0
H -2.795 -0.539 2.475 0.0 0.0 0.0
H -3.632 2.291 4.842 0.0 0.0 0.0
H -2.446 4.589 3.842 0.0 0.0 0.0
H 0.142 4.288 1.790 0.1 0.0 0.0
H -1.506 5.428 1.857 0.0 0.1 0.0
H -3.139 5.166 -0.220 0.0 0.0 0.0
H -2.737 4.568 -2.888 0.0 0.0 0.0
H 0.140 4.284 -3.849 0.0 0.0 0.0
H -0.988 2.915 -4.017 0.0 0.0 0.0
H 0.565 2.710 -3.159 0.0 0.0 0.0
C -2.843 -4.486 -0.312 0.0 0.0 0.1
Ge -3.058 -2.760 -1.183 0.0 0.0 -0.1
C -4.360 -1.629 -0.278 0.0 0.0 0.0
C -3.411 -2.934 -3.090 0.0 0.0 -0.1
C -1.268 -1.871 -0.984 0.1 -0.2 0.0
Se -0.975 -0.332 -2.169 -0.1 -0.1 0.0
C 0.061 -1.259 -3.531 0.0 0.0 0.0
H -3.785 -5.032 -0.316 0.0 0.0 0.0
H -2.533 -4.367 0.727 0.0 0.0 0.0
H -2.099 -5.097 -0.823 0.0 0.0 0.0
H -5.367 -1.877 -0.612 0.0 0.0 0.0
H -4.185 -0.572 -0.479 0.0 0.0 0.0
H -4.314 -1.785 0.800 0.0 0.0 0.0
H -4.468 -3.149 -3.246 0.0 0.0 0.0
H -2.837 -3.751 -3.528 0.0 0.0 0.0
H -3.193 -2.019 -3.644 0.0 0.0 0.1
H -0.449 -2.558 -1.207 0.0 0.0 0.0
H -1.184 -1.548 0.056 0.1 0.0 0.0
H -0.543 -2.110 -3.839 0.0 0.0 0.0
H 1.024 -1.578 -3.143 0.0 0.0 0.0
H 0.183 -0.569 -4.362 0.0 0.0 0.0

No. 5
76
Properties=species:S:1:pos:R:3:forces:R:3 method="wB97M-V/def2-TZVPD" e_lumo_ev="4.537 / 4.536" energy_ha=-2861.383659 total_charge=-2 homo_energy_ev="-1.603 / -1.681" spin_multiplicity=1 orbital_gap_ev="6.14 / 6.22"
Pt -0.344 -1.239 -0.893 -0.1 0.8 -0.2
C -2.412 0.883 -2.535 0.1 -0.2 0.2
C -1.955 1.796 -1.410 0.0 0.1 0.0
C -1.208 2.992 -2.002 0.3 -0.1 0.2
C -3.158 2.251 -0.589 0.0 -0.1 0.2
O -1.080 1.021 -0.540 -0.1 0.1 -0.6
Si -0.077 1.425 0.714 0.2 0.1 0.6
S 0.731 -0.398 1.241 -0.1 0.0 0.3
O -0.908 2.233 1.911 -0.1 -0.1 0.2
C -1.550 1.844 3.133 0.0 0.0 -0.1
C -2.357 3.060 3.571 -0.1 0.2 0.0
C -0.498 1.527 4.196 0.1 0.0 -0.2
C -2.482 0.654 2.932 0.0 0.0 -0.2
O 0.891 2.633 0.155 0.3 -0.1 -0.1
C 2.142 3.229 0.497 -0.2 0.0 0.0
C 3.102 2.250 1.169 -0.2 -0.2 -0.1
C 1.854 4.405 1.428 -0.1 0.0 0.1
C 2.753 3.711 -0.813 0.0 0.0 -0.1
H -3.055 1.440 -3.224 0.0 0.0 0.1
H -2.969 0.033 -2.136 0.0 0.1 -0.1
H -1.543 0.506 -3.072 0.1 0.0 -0.1
H -1.841 3.488 -2.742 0.0 0.0 0.0
H -0.289 2.640 -2.483 -0.1 0.1 0.0
H -0.925 3.706 -1.224 0.0 0.0 -0.1
H -3.849 2.817 -1.222 0.1 0.0 0.0
H -2.834 2.879 0.248 -0.1 0.0 -0.1
H -3.680 1.375 -0.188 0.1 0.1 -0.1
H -1.703 3.934 3.672 -0.1 -0.1 0.0
H -2.843 2.863 4.533 0.0 0.0 -0.1
H -3.129 3.282 2.828 0.1 0.0 0.1
H 0.165 2.391 4.332 -0.1 -0.1 0.0
H 0.101 0.675 3.872 0.0 0.0 0.0
H -0.978 1.289 5.153 0.1 0.0 -0.1
H -3.275 0.897 2.217 0.1 0.0 0.1
H -2.942 0.371 3.885 0.0 0.0 -0.1
H -1.938 -0.203 2.536 0.0 0.0 0.0
H 2.686 1.879 2.110 0.1 0.0 0.0
H 4.060 2.746 1.365 -0.1 0.0 0.0
H 3.262 1.391 0.513 0.0 0.0 0.0
H 1.302 4.049 2.305 0.1 0.1 -0.1
H 1.236 5.148 0.913 0.0 -0.1 0.1
H 2.786 4.879 1.754 -0.1 0.0 0.0
H 2.898 2.855 -1.474 0.0 0.0 0.0
H 3.719 4.198 -0.629 -0.1 0.0 0.0
H 2.079 4.424 -1.301 0.1 -0.1 0.1
O -3.980 -3.461 0.231 -0.1 0.4 -0.1
Cl -3.900 -2.073 -0.168 0.2 -0.1 0.2
O -3.903 -1.979 -1.617 -0.1 0.0 0.3
O -5.024 -1.328 0.375 0.2 -0.2 -0.2
O -2.661 -1.488 0.351 -0.4 -0.2 -0.3
O 2.698 0.569 -2.355 -0.6 -0.2 -0.3
C 1.757 0.207 -3.081 0.2 -0.1 0.9
O 0.677 -0.401 -2.790 0.0 -0.1 -0.4
H 1.845 0.439 -4.164 -0.1 0.0 -0.2
C 3.683 -4.651 -0.302 0.0 0.1 0.1
N 3.010 -3.450 0.139 -0.1 0.1 -0.1
C 3.168 -2.370 -0.838 -0.1 -0.2 0.1
C 1.607 -3.672 0.544 0.2 -0.1 -0.3
C 0.659 -4.088 -0.568 0.2 -0.1 0.1
C 0.616 -5.428 -0.955 -0.2 0.0 -0.1
C -0.159 -5.851 -2.029 0.0 0.0 0.1
C -0.947 -4.924 -2.699 0.1 0.0 0.0
C -0.952 -3.598 -2.290 -0.2 -0.1 -0.2
C -0.148 -3.165 -1.241 0.5 0.6 0.3
H 4.742 -4.424 -0.459 0.0 0.0 0.0
H 3.284 -5.063 -1.244 0.0 0.0 0.0
H 3.607 -5.426 0.469 0.0 0.0 -0.1
H 4.222 -2.080 -0.884 0.0 0.0 0.0
H 2.582 -1.503 -0.540 0.1 0.0 0.0
H 2.845 -2.659 -1.852 0.0 0.0 0.1
H 1.254 -2.746 0.984 0.0 -0.1 0.1
H 1.618 -4.443 1.321 0.0 0.0 0.0
H 1.190 -6.158 -0.393 0.1 0.0 0.0
H -0.158 -6.895 -2.328 0.0 0.0 0.0
H -1.561 -5.231 -3.539 0.0 0.0 0.1
H -1.613 -2.895 -2.786 0.1 0.0 0.0